13
Properties=species:S:1:pos:R:3 method="wB97M-V/def2-TZVPD" lumo_ev=0.9 charge=0 orbital_gap_ev=10.68 spin_multiplicity=1 energy_ha=-286.60570 max_force_ev_per_a=0.55 e_homo_ev=-9.74 e_above_lowest_ev=0.706
C -1.570 -0.306 0.333
C -0.303 -0.128 -0.485
C 0.578 1.101 -0.148
C 1.687 0.086 0.168
O 2.849 0.144 0.487
N 0.834 -0.962 -0.076
H -2.071 -1.251 0.095
H -1.336 -0.301 1.404
H -2.273 0.510 0.127
H -0.513 -0.212 -1.558
H 0.810 1.766 -0.983
H 0.248 1.683 0.717
H 1.023 -1.948 -0.205